Below is an isolated molecule of C5H8O, with properties calculated with ωB97M-V/def2-TZVPD.

Structure (ORCA input):
```
! RIJCOSX wB97M-V def2-TZVPD def2/J DEFGRID3
* xyz 0 1
C 1.48 0.84 -0.50
C 0.86 -1.68 0.82
C -0.42 -1.59 0.63
C -1.44 -0.69 -0.03
O -0.89 0.35 -0.79
C 0.05 1.18 -0.11
H 1.61 0.97 -1.57
H 1.78 -0.18 -0.24
H 2.17 1.51 0.02
H -0.78 -2.46 1.19
H -2.11 -0.31 0.75
H -2.05 -1.28 -0.72
H -0.11 1.12 0.98
H -0.16 2.21 -0.42
*
```

Properties
- ΔE to the lowest compared entry with this formula, charge and spin: 441.1 kJ/mol
- HOMO-LUMO gap: 10.1 eV
- Highest occupied orbital energy: -10.1 eV
- E: -7357.6838 eV